No. 1
ORCA calculation (wB97M-V/def2-TZVPD) on a structure of composition C26H33EuO5 at a distorted geometry.

The calculation puts the HOMO energy (alpha / beta) at -6.80 / -6.40 eV. The energy relative to the best compared isomer or geometry (same formula, charge and spin) comes out at 0.000 eV. As for the energy: -57056.6635 eV. For the orbital gap (alpha / beta), the calculation gives 6.5 / 5.6 eV.

The geometry in ORCA input format:
```
! RIJCOSX wB97M-V def2-TZVPD def2/J DEFGRID3
* xyz 0 7
O -2.060 1.535 -1.733
C -0.711 1.441 -2.360
C -0.856 2.753 -3.115
H -0.673 0.523 -2.922
H 0.064 1.316 -1.597
C -2.288 2.754 -2.444
H -1.014 2.739 -4.196
H -0.206 3.551 -2.787
C -3.364 2.503 -3.481
H -2.941 1.875 -4.288
H -3.555 3.514 -3.859
H -4.298 2.036 -3.112
C -2.483 3.971 -1.510
H -1.498 4.374 -1.236
H -3.091 3.789 -0.605
H -2.993 4.723 -2.132
Eu 1.879 -1.141 -0.141
C 1.496 1.536 1.984
C 2.833 1.108 2.014
C 3.347 1.222 0.660
H 3.432 0.838 2.881
C 2.239 1.559 -0.180
C 1.093 1.719 0.659
H 0.114 2.033 0.326
H 0.869 1.767 2.841
H 4.395 1.189 0.370
H 2.328 1.741 -1.254
C -1.669 0.083 2.481
C -2.575 1.116 2.111
C -2.994 0.848 0.776
H -2.915 1.950 2.710
C -2.430 -0.382 0.356
C -1.654 -0.871 1.430
H -1.172 -1.827 1.448
H -1.119 -0.007 3.425
H -3.638 1.501 0.192
H -2.583 -0.918 -0.573
O 1.407 -1.214 -2.990
C 0.555 -0.788 -4.146
C 0.848 -1.602 -5.410
H 0.705 0.273 -4.417
H -0.521 -0.975 -3.906
C 1.769 -2.732 -4.923
H 1.357 -0.994 -6.154
H -0.075 -1.933 -5.889
C 1.963 -2.525 -3.404
H 2.717 -2.727 -5.484
H 1.299 -3.689 -5.152
H 3.019 -2.640 -3.071
H 1.360 -3.279 -2.864
O 1.450 -0.124 4.513
C 1.019 -1.315 4.955
C 0.464 -1.426 6.257
C 0.277 -2.681 6.775
C 0.594 -3.817 6.047
C 1.120 -3.696 4.751
C 1.218 -2.437 4.138
C 1.595 -2.131 2.694
O 2.763 -1.793 2.359
O 0.672 -2.111 1.793
H 1.099 0.569 5.091
H 0.246 -0.527 6.859
H -0.128 -2.776 7.773
H 0.480 -4.791 6.496
H 1.418 -4.576 4.169
*
```

=====

No. 2
ORCA calculation (wB97M-V/def2-TZVPD) on a structure of composition C17H55B2N4O6V at a distorted geometry.

The calculation puts the HOMO energy (alpha / beta) at -5.09 / -5.12 eV. As for the energy: -63798.6864 eV. For the orbital gap (alpha / beta), the calculation gives 7.4 / 7.4 eV.

The geometry in ORCA input format:
```
! RIJCOSX wB97M-V def2-TZVPD def2/J DEFGRID3
* xyz -1 2
O -2.095 -17.168 12.873
V -3.558 -16.478 13.235
B -3.941 -17.394 15.281
H -4.109 -17.985 16.168
H -4.147 -17.968 14.391
H -4.424 -16.430 15.236
H -2.877 -17.241 15.194
B -2.084 -14.688 14.207
H -1.998 -13.713 14.662
H -2.952 -15.131 14.670
H -2.365 -14.743 13.167
H -1.200 -15.296 14.320
C -6.166 -14.757 12.559
O -4.999 -14.718 13.323
H -6.208 -15.727 12.062
H -7.131 -14.545 13.018
H -6.241 -14.095 11.696
C -1.476 -20.839 15.140
C -1.604 -20.082 13.793
C -1.153 -20.799 12.549
O 0.305 -21.040 12.455
C 0.674 -21.266 11.150
N -3.062 -19.881 13.528
H -0.513 -21.300 15.362
H -2.130 -21.711 15.128
H -1.528 -20.156 15.987
H -1.036 -19.156 13.875
H -1.392 -20.097 11.750
H -1.780 -21.685 12.451
H 0.479 -20.460 10.442
H 0.120 -22.137 10.800
H 1.743 -21.476 11.098
H -3.383 -20.750 13.931
H -3.496 -19.165 14.092
C 1.753 -13.411 11.028
C 0.497 -14.132 11.443
C 0.804 -15.447 12.030
O 1.436 -16.461 11.275
C 1.457 -17.743 11.800
N -0.165 -13.208 12.348
H 2.579 -14.072 10.764
H 2.164 -12.759 11.799
H 1.682 -12.711 10.195
H -0.201 -14.327 10.628
H -0.145 -15.784 12.448
H 1.376 -15.326 12.950
H 1.690 -17.707 12.864
H 2.091 -18.390 11.194
H 0.459 -18.112 11.566
H -0.919 -13.815 12.635
H -0.511 -12.462 11.763
C -4.496 -19.321 9.943
C -3.827 -18.243 10.814
C -3.626 -16.848 10.127
O -2.767 -15.958 10.817
C -2.880 -14.589 10.260
N -4.622 -18.164 12.025
H -5.402 -18.891 9.515
H -4.764 -20.245 10.454
H -3.821 -19.365 9.089
H -2.868 -18.710 11.038
H -4.605 -16.386 10.001
H -3.191 -17.111 9.162
H -2.483 -14.476 9.252
H -2.301 -13.896 10.871
H -3.891 -14.190 10.340
H -5.596 -18.256 11.776
H -4.370 -19.037 12.465
C -0.334 -17.492 16.081
C 0.126 -16.546 17.238
C 1.572 -16.018 17.096
O 2.501 -17.116 17.122
C 3.577 -16.932 16.221
N -0.842 -15.441 17.279
H 0.420 -18.276 16.018
H -0.461 -17.189 15.041
H -1.269 -18.001 16.318
H 0.029 -17.119 18.161
H 1.662 -15.285 17.897
H 1.666 -15.428 16.184
H 4.019 -17.881 15.916
H 4.269 -16.240 16.700
H 3.278 -16.472 15.279
H -0.598 -14.769 17.993
H -0.846 -14.986 16.378
*
```

=====

No. 3
ORCA calculation (wB97M-V/def2-TZVPD) on a structure of composition C32H46BrN4OPdS2Te.

The calculation puts the HOMO energy at -15.22 eV. The energy relative to the best compared isomer or geometry (same formula, charge and spin) comes out at 0.609 eV. As for the energy: -144400.1571 eV. For the orbital gap, the calculation gives 4.0 eV.

The geometry in ORCA input format:
```
! RIJCOSX wB97M-V def2-TZVPD def2/J DEFGRID3
* xyz 3 1
Pd -1.413 -0.088 0.477
C 4.811 -4.560 -1.055
C 4.709 -3.760 0.289
C 5.041 -4.714 1.462
C 5.716 -2.611 0.264
C 3.292 -3.331 0.351
C 2.943 -1.933 0.217
C 1.661 -1.562 0.288
Br 1.183 0.268 0.258
C 0.566 -2.574 0.469
O -0.590 -2.206 0.498
C 0.945 -4.032 0.595
C 2.271 -4.309 0.517
C -0.059 -5.152 0.790
C -1.527 -4.737 0.920
C 0.337 -5.917 2.074
C 0.071 -6.097 -0.428
H 5.851 -4.876 -1.142
H 4.568 -3.937 -1.915
H 4.181 -5.448 -1.060
H 6.082 -5.014 1.353
H 4.440 -5.621 1.466
H 4.931 -4.209 2.422
H 6.720 -3.029 0.231
H 5.653 -1.993 1.162
H 5.607 -1.980 -0.619
H 3.730 -1.204 0.093
H 2.588 -5.337 0.596
H -1.704 -4.081 1.772
H -2.108 -5.646 1.077
H -1.905 -4.258 0.018
H 0.303 -5.270 2.951
H 1.329 -6.363 2.006
H -0.376 -6.727 2.224
H -0.194 -5.590 -1.357
H -0.617 -6.931 -0.289
H 1.074 -6.508 -0.528
N -4.282 -0.886 -1.155
C -4.603 -0.793 0.127
N -5.863 -0.873 0.503
S -3.419 -0.631 1.386
H -4.985 -0.931 -1.878
H -3.316 -0.924 -1.427
H -6.607 -1.102 -0.141
H -6.117 -0.700 1.463
Te -2.292 2.297 0.522
C -4.341 2.304 0.006
C -4.796 2.184 -1.302
C -6.152 2.328 -1.563
C -7.039 2.607 -0.530
C -6.576 2.741 0.773
C -5.225 2.587 1.047
C -1.607 2.835 -1.385
C -1.454 4.195 -1.627
C -1.064 4.615 -2.892
C -0.810 3.684 -3.890
C -0.947 2.326 -3.633
C -1.353 1.895 -2.377
H -4.107 2.004 -2.117
H -6.514 2.253 -2.580
H -8.090 2.745 -0.745
H -7.263 2.988 1.572
H -4.867 2.715 2.063
H -1.644 4.929 -0.852
H -0.964 5.673 -3.097
H -0.509 4.018 -4.874
H -0.754 1.604 -4.415
H -1.481 0.835 -2.187
C 3.355 2.909 -1.269
C 2.030 3.614 -1.517
N 1.800 4.722 -0.598
C 1.316 4.616 0.648
S 0.784 3.124 1.300
N 1.258 5.733 1.373
C 0.865 5.830 2.783
C 2.016 5.539 3.730
H 3.484 2.091 -1.979
H 3.394 2.513 -0.253
H 4.193 3.594 -1.397
H 1.189 2.925 -1.424
H 1.996 4.027 -2.525
H 2.163 5.621 -0.880
H 1.656 6.569 0.971
H 0.037 5.143 2.947
H 0.489 6.842 2.927
H 2.385 4.523 3.587
H 1.682 5.640 4.762
H 2.839 6.236 3.574
*
```

=====

No. 4
ORCA calculation (wB97M-V/def2-TZVPD) on a cluster of 6 separate species, C34H44BClF15I2N2O15 in total at a distorted geometry.

The calculation puts the HOMO energy at -12.14 eV. As for the energy: -139819.0882 eV. For the orbital gap, the calculation gives 6.9 eV.

The geometry in ORCA input format:
```
! RIJCOSX wB97M-V def2-TZVPD def2/J DEFGRID3
* xyz 1 1
C 3.140 -0.847 2.403
C 2.274 0.154 3.299
O 1.830 -0.431 4.528
C 0.485 -0.911 4.465
C 0.474 -2.450 4.858
O 0.505 -3.182 3.617
C 1.062 -4.510 3.786
C 2.429 -4.494 3.044
C 2.344 -4.521 1.565
B 0.960 -4.520 0.740
O 0.189 -3.394 0.454
O 0.497 -5.784 0.288
C 3.593 -4.513 0.801
I 3.552 -4.551 -1.334
C 4.836 -4.505 1.540
O 6.032 -4.496 0.798
C 6.262 -3.205 0.387
N 6.545 -2.212 -0.108
N 4.889 -4.477 2.918
I 6.820 -4.479 3.705
C 3.741 -4.448 3.714
C 3.814 -4.368 5.280
Cl 4.601 -2.803 5.834
C 4.458 -5.649 5.951
C 3.703 -5.919 7.337
H 2.660 -1.007 1.397
H 4.147 -0.392 2.189
H 3.279 -1.816 2.949
H 1.448 0.574 2.667
H 2.948 1.007 3.557
H -0.210 -0.311 5.117
H 0.044 -0.845 3.427
H -0.470 -2.663 5.438
H 1.347 -2.681 5.520
H 1.108 -4.810 4.860
H 0.304 -5.198 3.310
H -0.110 -3.061 1.330
H 0.210 -6.312 1.058
H 2.776 -4.304 5.704
H 4.172 -6.517 5.286
H 5.561 -5.571 6.086
H 3.718 -4.947 7.897
H 4.234 -6.741 7.876
H 2.654 -6.214 7.056
C -1.525 -0.822 -2.658
C -0.559 -0.362 -1.586
O -0.939 0.929 -1.075
C -1.908 0.931 -0.156
O -2.466 -0.046 0.254
C -2.172 2.358 0.329
F -2.248 3.236 -0.687
F -1.192 2.793 1.145
F -3.316 2.462 1.014
H -1.608 -0.070 -3.444
H -1.192 -1.761 -3.099
H -2.527 -0.968 -2.250
H 0.436 -0.246 -2.016
H -0.480 -1.090 -0.777
C -2.403 5.119 -3.618
C -3.773 4.960 -2.991
O -4.720 5.855 -3.599
C -5.238 5.453 -4.763
O -4.966 4.425 -5.315
C -6.260 6.472 -5.270
F -5.816 7.736 -5.171
F -7.408 6.413 -4.567
F -6.582 6.276 -6.555
H -2.081 6.161 -3.572
H -1.670 4.498 -3.102
H -2.417 4.836 -4.672
H -3.727 5.227 -1.935
H -4.125 3.928 -3.048
C 3.227 0.905 7.453
C 4.542 0.197 7.706
O 5.634 1.129 7.701
C 5.823 1.817 8.836
O 5.151 1.706 9.819
C 7.042 2.731 8.705
F 7.053 3.400 7.539
F 8.190 2.028 8.762
F 7.097 3.646 9.677
H 3.276 1.483 6.528
H 2.411 0.185 7.378
H 2.997 1.606 8.257
H 4.737 -0.513 6.903
H 4.521 -0.368 8.641
C -9.329 4.208 -6.456
C -9.582 4.018 -7.938
O -9.230 2.686 -8.351
C -10.139 1.737 -8.105
O -11.196 1.923 -7.575
C -9.654 0.388 -8.639
F -8.370 0.145 -8.317
F -9.735 0.331 -9.981
F -10.371 -0.636 -8.161
H -8.296 3.955 -6.210
H -9.521 5.240 -6.163
H -9.968 3.554 -5.861
H -8.949 4.697 -8.509
H -10.617 4.242 -8.202
C 2.001 -0.522 -7.668
C 2.956 -0.061 -6.585
O 2.553 1.213 -6.054
C 1.581 1.187 -5.141
O 1.034 0.194 -4.748
C 1.290 2.601 -4.634
F 1.204 3.492 -5.634
F 2.260 3.034 -3.807
F 0.138 2.669 -3.953
H 1.907 0.240 -8.443
H 2.354 -1.448 -8.122
H 1.002 -0.693 -7.265
H 3.951 0.080 -7.007
H 3.046 -0.800 -5.786
*
```

=====

No. 5
ORCA calculation (wB97M-V/def2-TZVPD) on a structure of composition CH4NOP at a distorted geometry.

The calculation puts the HOMO energy (alpha / beta) at -9.04 / -9.04 eV. The energy relative to the best compared isomer or geometry (same formula, charge and spin) comes out at 5.071 eV. As for the energy: -13923.4622 eV. For the orbital gap (alpha / beta), the calculation gives 7.9 / 7.9 eV.

The geometry in ORCA input format:
```
! RIJCOSX wB97M-V def2-TZVPD def2/J DEFGRID3
* xyz 0 1
C -0.735 -0.552 0.378
N -1.085 0.134 -0.735
O -1.544 1.290 -0.604
P 1.549 -0.346 -0.324
H -0.909 -1.642 0.394
H -0.508 -0.115 1.304
H 2.023 0.501 0.739
H 1.210 0.731 -1.151
*
```

=====

No. 6
ORCA calculation (wB97M-V/def2-TZVPD) on the molecule C21H27ClN6O3 at a distorted geometry.

The calculation puts the HOMO energy at -8.26 eV. The energy relative to the best compared isomer or geometry (same formula, charge and spin) comes out at 0.266 eV. Its SMILES is Cn1c(=O)c2c(nc(CN3CCN(CCO)CC3)n2Cc2ccccc2Cl)n(C)c1=O. As for the energy: -49822.4541 eV. For the orbital gap, the calculation gives 8.9 eV.

The geometry in ORCA input format:
```
! RIJCOSX wB97M-V def2-TZVPD def2/J DEFGRID3
* xyz 0 1
C 0.230 6.554 0.265
N 0.473 5.269 -0.370
C -0.503 4.297 -0.145
O -1.492 4.536 0.525
C -0.175 3.069 -0.799
C 0.962 2.920 -1.576
N 1.017 1.676 -2.098
C -0.062 1.060 -1.646
C -0.421 -0.336 -2.009
N -0.227 -1.260 -0.902
C -0.679 -2.592 -1.260
C -0.512 -3.537 -0.079
N 0.886 -3.597 0.310
C 1.132 -4.569 1.355
C 0.946 -6.010 0.865
O -0.392 -6.449 0.848
C 1.330 -2.267 0.683
C 1.167 -1.320 -0.498
N -0.818 1.853 -0.854
C -2.055 1.554 -0.179
C -1.961 0.468 0.862
C -2.887 -0.568 0.856
C -2.895 -1.535 1.844
C -1.961 -1.485 2.864
C -1.021 -0.471 2.885
C -1.026 0.497 1.893
Cl 0.155 1.759 1.986
N 1.850 3.935 -1.745
C 3.034 3.767 -2.559
C 1.629 5.149 -1.133
O 2.413 6.065 -1.264
H -0.698 6.980 -0.118
H 0.128 6.412 1.341
H 1.069 7.208 0.043
H -1.478 -0.374 -2.291
H 0.190 -0.612 -2.886
H -1.736 -2.541 -1.533
H -0.110 -2.988 -2.119
H -0.841 -4.536 -0.366
H -1.139 -3.178 0.756
H 0.485 -4.397 2.239
H 2.172 -4.451 1.672
H 1.549 -6.679 1.495
H 1.297 -6.087 -0.165
H -0.755 -6.374 1.738
H 2.385 -2.313 0.962
H 0.754 -1.875 1.539
H 1.493 -0.318 -0.211
H 1.804 -1.668 -1.329
H -2.369 2.488 0.305
H -2.809 1.272 -0.922
H -3.623 -0.608 0.067
H -3.631 -2.324 1.818
H -1.961 -2.232 3.644
H -0.287 -0.416 3.674
H 2.998 4.443 -3.414
H 3.921 4.002 -1.971
H 3.056 2.733 -2.893
*
```

=====

No. 7
ORCA calculation (wB97M-V/def2-TZVPD) on a structure of composition C6H12FO6RbTl at a distorted geometry.

The calculation puts the HOMO energy at -20.00 eV. The energy relative to the best compared isomer or geometry (same formula, charge and spin) comes out at 0.000 eV. As for the energy: -26732.8269 eV. For the orbital gap, the calculation gives 2.9 eV.

The geometry in ORCA input format:
```
! RIJCOSX wB97M-V def2-TZVPD def2/J DEFGRID3
* xyz 3 1
Rb -17.306 -28.019 -18.882
Tl -12.857 -31.002 -17.825
F -15.354 -30.291 -18.460
C -12.130 -34.998 -21.104
O -13.554 -34.919 -21.223
C -14.221 -33.955 -20.677
O -13.815 -33.142 -19.851
O -15.454 -33.977 -21.115
C -16.410 -33.066 -20.633
H -11.886 -36.012 -20.765
H -11.725 -34.313 -20.367
H -11.719 -34.839 -22.104
H -16.014 -32.041 -20.666
H -16.587 -33.271 -19.561
H -17.305 -33.208 -21.220
C -15.722 -29.993 -16.152
O -15.360 -30.488 -14.934
C -14.135 -31.054 -14.767
O -13.346 -31.228 -15.665
O -14.041 -31.339 -13.527
C -12.846 -31.965 -12.979
H -15.127 -29.136 -16.468
H -16.760 -29.664 -16.255
H -15.689 -30.856 -16.912
H -13.118 -32.327 -11.997
H -12.051 -31.222 -12.938
H -12.561 -32.815 -13.602
*
```

=====

No. 8
ORCA calculation (wB97M-V/def2-TZVPD) on a structure of composition C22H17BrF6O5PtTe at a distorted geometry.

The calculation puts the HOMO energy (alpha / beta) at -1.55 / -1.55 eV. As for the energy: -130213.3948 eV. For the orbital gap (alpha / beta), the calculation gives 4.4 / 4.5 eV.

The geometry in ORCA input format:
```
! RIJCOSX wB97M-V def2-TZVPD def2/J DEFGRID3
* xyz -2 1
Pt 0.175 -0.118 -0.136
C -0.533 -1.875 4.242
C 0.088 -0.873 3.302
O 0.540 -1.285 2.220
C 0.076 0.520 3.664
C -0.459 0.939 4.891
C -0.711 2.257 5.172
C -0.418 3.223 4.203
C 0.150 2.862 3.018
C 0.446 1.501 2.672
O 1.023 1.234 1.581
H -0.453 -2.861 3.795
H -1.588 -1.642 4.372
H -0.033 -1.862 5.209
H -0.693 0.198 5.640
H -1.152 2.554 6.115
H -0.661 4.262 4.402
H 0.385 3.620 2.284
Br 1.864 6.385 -4.595
C 1.315 5.665 -2.909
C 1.005 6.548 -1.891
C 0.580 6.034 -0.677
C 0.468 4.669 -0.500
C 0.820 3.800 -1.523
C 1.252 4.298 -2.744
C 0.784 2.308 -1.264
O 1.706 1.618 -1.699
O -0.220 1.914 -0.612
H 1.092 7.614 -2.042
H 0.337 6.711 0.129
H 0.112 4.243 0.424
H 1.529 3.612 -3.530
F -0.819 -6.086 -2.524
C -0.730 -4.733 -2.324
C 0.352 -4.226 -1.706
C 0.524 -2.743 -1.597
C -0.645 -1.964 -2.148
C -0.456 -0.546 -2.066
C -1.772 -2.592 -2.638
C -1.807 -3.962 -2.807
H 1.121 -4.848 -1.277
H 1.433 -2.483 -2.201
H -1.330 0.037 -2.357
H 0.447 -0.214 -2.592
H -2.623 -1.991 -2.929
H -2.658 -4.458 -3.242
F -2.896 -1.577 -0.126
Te -1.200 -2.199 0.936
F -2.561 -2.943 2.227
F -0.295 -3.852 1.807
F -1.907 -3.819 -0.011
F -2.033 -0.519 2.025
O 0.765 -2.302 -0.300
*
```

=====

Q: energy of number 3 (C32H46BrN4OPdS2Te)?
A: -144400.1571 eV

=====

Q: Which of these has the highest energy?
A: CH4NOP

=====

Q: Which of these has the highest energy?
A: CH4NOP

=====

Q: Number 6 is which compound?
A: C21H27ClN6O3